Record 1
A structure of composition C46H38ILaN6O6S7 in a non-equilibrium geometry. Source: OMol25; level of theory: ωB97M-V/def2-TZVPD.

Last column: Mulliken charge in e.
Positions of all 105 atoms, in Å:
La: 1.518 0.591 -2.306  1.403
O: 1.401 4.043 -1.121  -0.593
C: 1.293 3.780 -2.398  0.575
O: 0.629 2.858 -2.849  -0.571
C: 1.977 4.776 -3.337  -0.582
O: 2.442 4.166 -4.512  -0.361
C: 3.600 3.362 -4.368  -0.780
C: 3.332 2.166 -3.442  1.127
O: 3.256 2.381 -2.207  -0.673
O: 3.130 1.042 -3.942  -0.721
H: 1.171 3.197 -0.586  0.246
H: 2.777 5.295 -2.791  0.321
H: 1.225 5.499 -3.675  0.313
H: 4.435 3.963 -3.977  0.337
H: 3.826 2.993 -5.368  0.294
N: -0.824 0.275 -1.800  0.116
S: -1.651 -0.566 -0.943  1.145
N: -1.975 -0.044 0.618  -0.076
S: -1.076 -0.365 1.832  0.449
N: 0.448 -0.122 1.835  0.340
S: 1.248 1.238 1.303  1.429
N: 1.056 1.661 -0.084  0.311
C: 0.650 2.470 2.514  0.180
C: 1.177 2.573 3.788  -0.563
C: 0.626 3.484 4.675  -0.894
C: -0.448 4.272 4.295  -0.672
C: -0.963 4.170 3.011  -0.844
C: -0.410 3.268 2.117  -0.123
C: 2.892 0.777 1.871  0.824
C: 3.017 -0.073 2.954  -0.453
C: 4.278 -0.464 3.364  -1.007
C: 5.394 0.015 2.697  -0.808
C: 5.257 0.873 1.619  -0.580
C: 3.997 1.261 1.193  -0.764
C: -1.830 0.520 3.189  0.408
C: -2.915 1.359 2.991  -0.205
C: -3.455 2.032 4.071  -0.836
C: -2.914 1.867 5.339  -0.525
C: -1.830 1.019 5.529  -0.774
C: -1.286 0.343 4.455  -0.739
C: -1.267 -2.069 2.368  0.694
C: -2.553 -2.588 2.385  -0.902
C: -2.755 -3.878 2.838  -0.768
C: -1.674 -4.637 3.264  -0.707
C: -0.392 -4.112 3.235  -0.687
C: -0.179 -2.822 2.779  0.032
C: -3.352 -0.673 -1.577  -0.152
C: -3.476 -0.981 -2.924  -0.438
C: -4.720 -0.931 -3.528  -1.224
C: -5.839 -0.600 -2.779  -0.661
C: -5.715 -0.335 -1.425  -0.810
C: -4.467 -0.368 -0.818  -0.118
C: -1.145 -2.275 -0.673  0.692
C: -2.064 -3.297 -0.797  -0.568
C: -1.638 -4.604 -0.628  -0.975
C: -0.311 -4.869 -0.335  -1.169
C: 0.597 -3.833 -0.191  -0.422
C: 0.178 -2.523 -0.359  1.322
H: 2.012 1.955 4.079  0.407
H: 1.040 3.574 5.668  0.477
H: -0.875 4.974 4.996  0.432
H: -1.793 4.789 2.707  0.473
H: -0.783 3.170 1.108  0.467
H: 2.126 -0.430 3.446  0.360
H: 4.388 -1.145 4.195  0.450
H: 6.377 -0.300 3.012  0.429
H: 6.132 1.231 1.099  0.483
H: 3.859 1.901 0.333  0.264
H: -3.299 1.476 1.991  0.449
H: -4.299 2.692 3.930  0.484
H: -3.331 2.398 6.180  0.440
H: -1.414 0.888 6.517  0.468
H: -0.445 -0.320 4.585  0.297
H: -3.370 -1.972 2.044  0.362
H: -3.751 -4.291 2.866  0.485
H: -1.831 -5.644 3.619  0.408
H: 0.446 -4.704 3.568  0.495
H: 0.808 -2.391 2.719  0.449
H: -2.593 -1.258 -3.478  1.110
H: -4.825 -1.157 -4.578  0.477
H: -6.808 -0.541 -3.253  0.403
H: -6.594 -0.103 -0.839  0.452
H: -4.349 -0.146 0.232  0.224
H: -3.092 -3.074 -1.042  0.470
H: -2.345 -5.413 -0.735  0.454
H: 0.020 -5.890 -0.222  0.461
H: 1.633 -4.037 0.037  0.586
H: 0.873 -1.697 -0.253  -0.626
O: 5.097 -5.701 -2.641  -0.626
C: 4.419 -4.721 -2.513  0.598
S: 2.940 -4.407 -3.421  -0.166
C: 2.534 -2.838 -2.705  0.039
C: 3.378 -2.394 -1.739  -0.239
S: 3.230 -0.986 -0.743  -0.349
S: 4.771 -3.415 -1.375  -0.139
S: 1.085 -2.097 -3.268  -0.663
I: -0.824 0.624 -8.787  0.060
C: -0.553 0.601 -6.724  -1.097
C: -1.550 0.549 -5.774  -0.050
N: -0.930 0.595 -4.587  0.512
N: 0.393 0.671 -4.720  -0.162
C: 0.648 0.675 -6.014  -0.352
H: -2.614 0.474 -5.876  0.514
H: -1.299 0.554 -3.633  0.162
H: 1.651 0.715 -6.395  0.558

Output
charge	0
highest occupied orbital energy	-5.56	eV
maximum force	1.8	eV Å⁻¹
relative energy (zero: lowest compared OMol25 entry of this formula, charge and spin)	20.5	kcal/mol


Record 2
A structure of composition C46H38IN4O2PV in a non-equilibrium geometry. Source: OMol25; level of theory: ωB97M-V/def2-TZVPD.

Last column: Mulliken charge in e.
Positions of all 93 atoms, in Å:
V: 1.121 0.548 -0.970  -0.149
C: -4.696 -8.504 7.174  -0.844
O: -3.979 -7.351 7.594  -0.450
C: -3.360 -6.607 6.675  0.916
C: -2.730 -5.447 7.145  -0.795
C: -2.087 -4.601 6.276  -0.452
C: -2.043 -4.886 4.906  0.372
C: -2.648 -6.059 4.447  -0.815
C: -3.300 -6.913 5.313  -0.480
C: -1.432 -3.995 3.937  0.285
N: -1.372 -4.222 2.635  -0.879
C: -0.773 -3.134 2.094  0.901
C: -0.451 -2.203 3.078  -0.345
N: -0.883 -2.775 4.244  -0.118
C: 0.148 -0.950 2.789  0.749
C: 0.490 0.055 3.709  -0.764
C: 1.038 1.229 3.247  -1.260
C: 1.213 1.420 1.877  -0.853
N: 0.902 0.491 0.980  0.755
C: 0.405 -0.690 1.423  0.508
C: 0.161 -1.673 0.414  -0.056
N: 0.574 -1.359 -0.845  0.761
C: 0.355 -2.254 -1.805  -0.453
C: -0.292 -3.469 -1.590  -1.026
C: -0.703 -3.799 -0.318  -1.031
C: -0.457 -2.896 0.723  0.599
H: -5.185 -8.891 8.061  0.248
H: -4.023 -9.265 6.771  0.349
H: -5.446 -8.248 6.423  0.349
H: -2.772 -5.244 8.207  0.432
H: -1.608 -3.715 6.677  0.275
H: -2.591 -6.283 3.392  0.465
H: -3.758 -7.814 4.930  0.414
H: -0.791 -2.401 5.172  0.194
H: 0.328 -0.098 4.768  0.512
H: 1.308 2.017 3.936  0.516
H: 1.616 2.348 1.493  0.817
H: 0.705 -2.010 -2.800  0.320
H: -0.456 -4.135 -2.425  0.525
H: -1.201 -4.734 -0.097  0.617
I: 1.777 0.495 -3.722  0.385
C: 1.589 2.295 -4.852  -0.090
C: 1.729 2.112 -6.198  -0.660
C: 1.859 3.225 -7.046  -1.020
C: 1.953 4.469 -6.499  -0.798
C: 1.836 4.671 -5.104  0.726
C: 2.044 5.959 -4.564  -0.849
C: 1.968 6.173 -3.220  -1.020
C: 1.531 5.134 -2.388  -0.949
C: 1.247 3.871 -2.870  0.484
P: 0.435 2.825 -1.592  1.426
C: -0.930 1.801 -2.288  0.137
C: -1.510 0.962 -1.323  -0.712
C: -2.440 -0.005 -1.693  -0.513
C: -2.816 -0.126 -3.019  -0.952
C: -2.309 0.761 -3.964  -0.689
C: -1.374 1.718 -3.606  -0.413
C: -0.661 4.069 -0.794  0.288
C: -0.679 4.276 0.578  0.092
C: -1.580 5.179 1.133  -0.676
C: -2.454 5.878 0.320  -0.633
C: -2.438 5.674 -1.056  -0.732
C: -1.549 4.773 -1.611  -0.391
C: 1.540 3.572 -4.235  0.789
H: 1.775 1.114 -6.614  0.462
H: 1.941 3.074 -8.113  0.425
H: 2.135 5.332 -7.128  0.413
H: 2.285 6.767 -5.244  0.428
H: 2.173 7.148 -2.800  0.453
H: 1.357 5.354 -1.342  0.559
H: -1.313 1.135 -0.266  0.754
H: -2.895 -0.637 -0.941  0.524
H: -3.531 -0.883 -3.311  0.471
H: -2.644 0.702 -4.992  0.476
H: -0.990 2.393 -4.360  0.543
H: 0.006 3.742 1.225  0.122
H: -1.590 5.337 2.203  0.475
H: -3.147 6.584 0.757  0.416
H: -3.118 6.218 -1.698  0.454
H: -1.544 4.614 -2.683  0.372
C: 5.248 -0.728 -1.166  -0.760
C: 5.157 0.677 -1.773  -0.433
C: 4.110 1.314 -0.879  -0.336
O: 3.159 0.251 -0.585  0.004
C: 3.795 -1.039 -0.822  -0.394
H: 5.859 -0.705 -0.263  0.315
H: 5.660 -1.464 -1.852  0.400
H: 4.804 0.623 -2.802  0.094
H: 6.099 1.219 -1.753  0.469
H: 3.571 2.154 -1.323  -0.017
H: 4.560 1.640 0.062  0.355
H: 3.293 -1.531 -1.657  0.298
H: 3.688 -1.649 0.074  0.320

Output
spin multiplicity	2
charge	+2
highest occupied orbital energy (alpha / beta)	-11.68 / -11.68	eV
<S²>	0.826
maximum force	3.0	eV Å⁻¹
relative energy (zero: lowest compared OMol25 entry of this formula, charge and spin)	14.5	kcal/mol